{
  "formula": "C5H9N",
  "method": "ωB97M-V with the def2-TZVPD basis set",
  "smiles": "C=C(N)/C=C/C",
  "orbital_gap_ha": 0.30551,
  "max_force_ev_per_a": 6.3,
  "e_homo_ev": -7.25,
  "multiplicity": 1,
  "elements": ["N", "C", "C", "C", "C", "C", "H", "H", "H", "H", "H", "H", "H", "H", "H"],
  "coordinates": [[0.26, -2.25, -0.26], [0.88, -1.01, -0.24], [2.01, -0.78, 0.36], [-1.60, 1.89, -0.01], [-0.30, 1.14, 0.29], [-0.05, 0.10, -0.55], [-0.75, -2.42, -0.26], [0.79, -3.01, 0.01], [2.94, -1.29, 0.01], [2.30, 0.11, 1.13], [-2.32, 1.36, -0.64], [-2.19, 1.90, 0.90], [-1.56, 2.79, -0.45], [0.22, 1.36, 1.21], [-0.65, 0.12, -1.50]]
}